The following is a quantum chemistry calculation of a structure of composition C27H49MgN6O, from the OMol25 dataset.

Summary:
Total charge: +1
Energy above the lowest of the compared OMol25 structures with the same formula, charge and spin in kcal/mol: 0.0

```
84
C27H49MgN6O, DFT ωB97M-V/def2-TZVPD
Mg 14.193 -21.752 17.378
O 14.436 -23.589 17.999
N 12.223 -22.317 16.767
N 12.577 -25.716 23.059
N 15.159 -22.059 15.317
N 13.493 -20.902 19.299
N 17.317 -28.396 21.703
N 12.029 -27.988 14.953
C 10.438 -22.839 14.933
C 14.513 -22.964 11.876
C 13.121 -28.345 14.814
C 14.509 -21.693 22.541
C 14.670 -30.320 14.941
C 9.373 -24.748 16.253
C 13.753 -25.415 16.591
C 9.163 -23.517 15.450
C 14.694 -24.943 17.610
C 14.718 -25.766 18.911
C 12.509 -26.694 22.463
C 17.648 -28.538 20.602
C 13.373 -21.051 20.424
C 11.440 -22.559 15.943
C 15.269 -21.848 12.701
C 13.360 -29.100 22.199
C 14.716 -23.082 22.028
C 18.058 -28.704 19.191
C 12.405 -27.997 21.736
C 13.261 -29.545 23.711
C 13.245 -21.134 21.866
C 14.294 -30.732 16.343
C 19.332 -28.023 18.867
C 15.163 -21.941 14.168
C 20.561 -28.683 19.428
C 14.795 -24.490 12.416
C 14.484 -28.777 14.703
H 17.304 -28.305 18.513
H 13.787 -25.930 19.454
H 14.800 -22.827 10.833
H 14.218 -25.339 12.049
H 14.215 -31.815 16.446
H 19.359 -27.781 17.804
H 21.341 -27.950 19.223
H 13.563 -24.848 15.680
H 10.922 -23.502 14.217
H 10.129 -21.934 14.409
H 14.181 -30.894 14.153
H 13.172 -20.072 22.097
H 13.016 -28.660 24.299
H 14.116 -29.994 24.215
H 13.434 -22.803 11.870
H 20.433 -28.642 20.510
H 15.239 -20.997 22.129
H 13.293 -30.408 16.627
H 9.989 -25.402 15.635
H 13.241 -30.033 21.648
H 15.723 -30.497 14.723
H 14.537 -23.134 20.954
H 15.039 -30.407 17.069
H 16.331 -21.880 12.454
H 14.840 -28.373 15.650
H 11.342 -28.224 21.822
H 14.369 -28.764 21.961
H 18.172 -29.744 18.883
H 19.317 -27.091 19.431
H 15.714 -24.992 17.228
H 14.951 -20.878 12.322
H 15.859 -24.721 12.468
H 15.384 -25.314 19.646
H 8.528 -23.742 14.593
H 12.379 -30.183 23.764
H 14.087 -23.666 22.700
H 12.324 -21.699 22.012
H 20.732 -29.683 19.029
H 14.233 -26.334 16.253
H 15.075 -28.411 13.863
H 14.320 -21.695 23.615
H 15.045 -26.790 18.730
H 14.371 -24.774 13.379
H 8.515 -22.828 15.990
H 12.747 -25.573 16.978
H 8.557 -25.254 16.769
H 15.709 -23.493 22.208
H 10.133 -24.565 17.012
H 12.534 -27.887 20.660
```

***

The following is a quantum chemistry calculation of a cluster of 8 separate species, C27H49NO21 in total, from the OMol25 dataset.

Summary:
SMILES: C[C@H]1COC(=O)O1.C[C@H]1COC(=O)O1.COC(=O)OC.COC(=O)OC.COC(=O)OC.COC(=O)OC.COC(=O)OC.CCCC#N
Total charge: 0
Energy above the lowest of the compared OMol25 structures with the same formula, charge and spin in kcal/mol: 0.0

```
98
C27H49NO21, DFT ωB97M-V/def2-TZVPD
O 14.477 9.934 -19.647
O 18.176 9.107 -14.291
O 11.365 14.838 -17.143
O 16.167 10.160 -14.970
O 12.259 9.837 -20.595
O 16.560 16.012 -14.601
O 13.214 14.901 -18.356
O 19.212 11.557 -17.015
O 17.153 12.178 -17.813
O 17.821 13.342 -16.062
O 19.891 12.846 -10.670
O 19.660 4.736 -17.170
O 12.773 10.969 -18.562
O 14.461 15.360 -14.517
O 16.855 10.512 -12.949
O 19.659 6.875 -16.706
O 19.582 15.159 -11.283
O 13.145 13.495 -16.737
O 16.025 14.183 -13.588
O 21.471 14.492 -10.164
O 21.580 5.971 -17.930
N 20.432 9.241 -10.369
C 14.896 13.355 -13.416
C 20.168 8.184 -16.835
C 12.485 14.430 -17.415
C 17.045 9.866 -14.058
C 15.637 15.291 -18.157
C 22.029 10.982 -12.919
C 18.795 13.610 -15.073
C 17.892 10.609 -11.992
C 11.361 11.056 -18.226
C 20.338 5.863 -17.272
C 20.339 14.187 -10.696
C 22.450 9.949 -11.897
C 15.716 15.217 -14.254
C 22.301 13.441 -9.654
C 21.301 9.515 -11.057
C 14.770 12.953 -11.946
C 14.436 13.227 -17.193
C 16.307 9.442 -16.207
C 14.874 9.171 -20.803
C 14.500 14.273 -18.378
C 18.084 12.344 -16.975
C 13.157 10.236 -19.618
C 13.762 14.370 -13.804
C 20.314 3.560 -17.613
C 17.449 11.494 -19.002
C 21.391 10.449 -14.173
C 18.200 14.877 -11.590
H 18.365 11.818 -19.423
H 15.486 16.207 -18.811
H 12.883 14.033 -14.376
H 13.265 14.826 -12.897
H 17.658 14.923 -10.663
H 22.936 9.067 -12.352
H 20.025 8.374 -17.872
H 20.373 3.420 -18.697
H 19.694 9.003 -16.278
H 23.240 10.233 -11.192
H 17.516 10.428 -18.824
H 15.145 13.277 -16.338
H 18.706 14.456 -14.426
H 18.743 12.667 -14.500
H 16.550 14.837 -18.351
H 23.125 14.034 -9.234
H 17.633 11.380 -11.194
H 22.097 9.950 -14.911
H 14.612 8.146 -20.606
H 21.304 3.522 -17.111
H 21.790 12.901 -8.871
H 22.769 12.832 -10.400
H 14.372 9.581 -21.660
H 21.287 8.263 -16.725
H 16.687 11.733 -19.778
H 14.703 13.802 -19.320
H 14.839 12.601 -14.147
H 15.623 9.834 -16.941
H 16.174 8.362 -16.141
H 18.849 10.866 -12.548
H 10.915 11.364 -19.196
H 19.740 2.763 -17.317
H 17.311 9.565 -16.554
H 19.820 13.496 -15.421
H 20.508 9.858 -13.953
H 18.000 9.612 -11.637
H 15.936 9.281 -20.958
H 10.882 10.204 -17.811
H 11.160 11.851 -17.500
H 14.861 13.897 -11.414
H 21.065 11.300 -14.763
H 17.859 15.703 -12.190
H 17.970 13.878 -11.999
H 13.792 12.573 -11.732
H 22.930 11.519 -13.246
H 15.542 12.297 -11.609
H 14.627 12.272 -17.681
H 15.691 15.561 -17.084
H 21.401 11.687 -12.352
```

***

The following is a quantum chemistry calculation of a structure of composition C27H50AsCaF8O15S5, from the OMol25 dataset.

Summary:
DFT total energy in hartree: -7890.413942
Total charge: +1

```
107
C27H50AsCaF8O15S5, DFT ωB97M-V/def2-TZVPD
As 0.726 -1.305 0.440
Ca -0.864 -4.177 -1.889
S -1.340 -5.250 2.069
S -0.472 6.546 1.529
S -3.989 -2.593 -0.137
S 2.503 -2.736 -3.289
S -5.282 2.845 2.559
F 2.182 -2.061 1.123
F 0.141 -2.766 -0.314
F -0.144 -1.823 1.903
F -0.769 -0.451 -0.143
F 1.304 0.242 1.156
F 1.559 -0.946 -1.108
F 4.952 2.595 -0.507
F 2.728 3.933 -4.930
O -3.683 2.311 2.510
O 0.094 5.135 0.812
O -4.576 -1.251 -1.011
O -5.742 2.823 1.147
O -2.716 -3.038 -0.704
O -5.070 -3.494 0.245
O 0.181 7.808 1.181
O -1.505 -4.868 0.660
O -5.916 2.159 3.722
O -1.947 6.377 1.466
O 1.146 -3.205 -2.943
O -1.187 -6.921 2.197
O 2.892 -3.545 -4.690
O 3.529 -2.893 -2.285
O -2.163 -4.616 3.158
C 1.057 5.048 -3.731
C 4.050 -4.727 -6.258
C 0.498 2.753 -2.248
C 5.189 1.434 0.105
C 1.801 3.870 -3.949
C 2.438 -1.102 -4.029
C -1.533 -8.966 3.317
C 1.467 2.699 -3.282
C 4.592 0.224 -0.296
C 6.111 -0.927 1.324
C 0.534 -5.055 2.617
C 0.001 6.140 3.304
C -5.013 4.646 3.115
C 6.707 0.267 1.634
C -0.040 4.995 -2.809
C 2.016 3.673 1.167
C -2.980 2.742 1.324
C -0.283 3.880 -2.113
C 4.261 -3.926 -4.929
C 6.272 1.451 1.012
C -3.541 -1.625 1.400
C -5.980 -0.924 -0.905
C 1.531 5.090 0.647
C 5.006 -0.950 0.392
C -1.363 -7.500 3.491
C -1.520 2.602 1.556
C -6.391 0.439 -1.517
H 1.737 2.840 0.522
H -3.085 3.819 1.193
H 2.024 5.909 1.170
H -0.673 -9.447 2.851
H -1.330 1.578 1.876
H -5.783 0.590 -2.409
H 7.472 0.192 2.393
H 4.904 -5.401 -6.325
H -2.804 -2.241 1.915
H 1.925 -0.348 -3.432
H 4.991 -3.135 -5.098
H 1.430 5.933 -4.225
H 6.401 -1.842 1.819
H -5.951 4.913 3.602
H 3.454 -0.708 -4.041
H 0.927 5.566 3.258
H 6.661 2.451 1.139
H 1.422 3.537 2.071
H -0.022 7.091 3.837
H 1.926 -1.130 -4.991
H -2.991 -0.723 1.132
H -0.978 2.659 0.612
H -0.656 5.878 -2.738
H 3.076 -5.211 -6.328
H -1.531 -9.467 4.284
H -4.648 5.201 2.251
H -0.819 5.503 3.635
H 0.656 -5.742 3.454
H -2.434 -9.167 2.737
H -6.246 1.289 -0.851
H -4.452 -1.483 1.982
H 0.757 -4.001 2.788
H 1.802 5.182 -0.405
H 1.297 -5.384 1.912
H -2.203 -7.196 4.116
H 3.926 0.169 -1.144
H 3.091 3.730 1.340
H -0.517 -7.147 4.081
H 4.668 -4.625 -4.197
H -1.072 3.306 2.258
H -4.231 4.673 3.875
H 4.247 -4.088 -7.119
H -1.031 3.944 -1.337
H 1.907 1.759 -3.581
H -6.422 -1.720 -1.504
H -6.348 -1.064 0.111
H 0.150 1.878 -1.719
H -3.318 2.075 0.531
H 4.703 -1.949 0.117
H -7.468 0.462 -1.685
```

***

The following is a quantum chemistry calculation of a structure of composition C27H50AsF6O22, from the OMol25 dataset.

Summary:
DFT total energy in hartree: -5548.999342
Total charge: 0
2S+1: 2
<S²>: 0.76

```
106
C27H50AsF6O22, DFT ωB97M-V/def2-TZVPD
As 0.827 -0.867 0.293
F 0.619 0.771 0.873
F 0.886 -0.165 -1.393
F 1.208 -2.491 -0.464
F -0.943 -1.125 -0.049
F 0.663 -1.576 1.901
F 2.623 -0.646 0.473
O 2.647 2.461 3.662
O -4.377 -0.146 7.551
O -2.110 4.064 -0.130
O 0.600 3.983 -2.616
O 0.585 1.920 4.213
O 4.019 -5.600 -1.026
O -3.284 -0.583 5.587
O 0.921 3.902 3.115
O 4.421 2.952 -0.354
O 0.068 5.426 -4.360
O -4.003 1.412 5.981
O 5.148 0.467 1.033
O -3.765 -3.035 -2.089
O -2.611 5.013 -2.119
O -3.510 -2.502 0.126
O -2.719 1.888 -6.277
O 3.285 -2.554 -4.438
O 0.368 3.170 -4.673
O -1.776 -0.163 -5.678
O -3.586 0.480 -4.603
O -2.686 -4.414 -0.609
O -2.150 2.681 -1.854
C -2.265 4.030 -1.455
C -3.185 -0.687 -3.970
C 0.329 4.306 -3.882
C -0.989 -4.845 0.859
C -1.563 2.877 0.288
C 1.331 0.778 4.690
C 0.546 2.064 -3.843
C -1.965 1.839 -0.749
C -2.001 2.639 1.722
C 2.699 1.121 4.062
C 1.347 2.874 3.581
C 3.735 -4.602 -0.039
C -3.355 -3.298 -1.005
C -2.688 0.823 -5.605
C 1.663 1.210 -4.484
C -2.848 -0.525 3.315
C 2.806 -2.482 -3.124
C -2.820 0.233 4.580
C -3.937 0.173 6.465
C 3.962 0.896 4.966
C -2.115 -1.272 -4.848
C 3.043 3.224 -0.076
C 0.911 2.589 -2.519
C -2.844 -3.046 1.245
C -3.628 1.462 4.642
C -0.876 -1.733 -4.097
C -2.471 -4.445 0.756
H -1.816 0.514 4.896
H 3.955 1.473 5.890
H -1.047 1.261 -0.862
H 4.374 -0.094 0.982
H 2.656 1.645 -4.374
H -0.346 1.459 -3.679
H 1.681 0.226 -4.016
H 2.608 3.859 -0.848
H 1.466 0.698 5.769
H -2.485 -2.031 -5.537
H 4.928 3.767 -0.342
H -1.149 -2.614 -3.517
H 2.971 3.764 0.868
H 0.882 -0.147 4.329
H 2.417 2.332 -0.055
H -3.441 -3.047 2.157
H 0.383 2.153 -1.671
H -0.954 -5.895 0.569
H 1.942 2.307 -2.306
H -2.887 -0.549 -2.930
H 3.271 -1.651 -2.593
H -0.457 -4.740 1.804
H 2.788 0.567 3.128
H 2.656 -4.450 -0.032
H -3.084 2.511 1.749
H -0.494 3.076 0.364
H -1.713 3.374 2.473
H 4.057 -0.172 5.163
H 4.032 -1.957 -4.522
H -1.901 -1.018 3.096
H 4.900 -5.921 -0.821
H -3.615 -1.291 3.424
H 1.474 1.091 -5.551
H -0.461 -0.973 -3.435
H 4.196 -3.635 -0.245
H -0.464 -4.280 0.089
H -3.135 2.422 4.486
H -4.511 1.365 4.011
H -3.960 -1.452 -3.992
H -1.894 -2.556 1.453
H 3.101 -3.389 -2.597
H 1.751 -2.211 -3.079
H -2.734 1.188 -0.334
H -3.158 0.015 2.421
H 4.029 -4.809 0.990
H -0.025 -2.065 -4.692
H 4.859 1.308 0.679
H -3.146 -5.197 1.163
H 4.897 1.159 4.472
H -1.582 1.688 2.050
```

***

The following is a quantum chemistry calculation of a cluster of 2 separate species, C27H50BN5O8P in total, from the OMol25 dataset.

Summary:
Total charge: +1
Energy above the lowest of the compared OMol25 structures with the same formula, charge and spin in kcal/mol: 347.7

```
92
C27H50BN5O8P, DFT ωB97M-V/def2-TZVPD
P 4.399 3.952 0.735
O 0.090 -3.184 -0.785
O 4.688 0.706 2.269
O 3.084 3.772 4.099
O -5.284 -0.339 0.893
O 6.222 -1.749 -2.489
O -5.237 -4.870 1.308
O 2.843 1.332 4.020
O 5.040 0.391 4.863
N -7.152 -2.641 1.908
N 0.237 2.943 -0.842
N -0.581 -2.166 -2.991
N 6.010 0.752 -2.915
N 4.595 5.539 0.464
C 6.407 -0.474 -2.070
C -0.587 0.421 -3.194
C -4.729 -5.006 2.629
C -7.508 -1.281 1.494
C 1.692 3.452 -0.776
C 3.581 1.560 -2.222
C -0.570 2.973 -2.121
C 7.151 -0.331 -0.582
C -6.609 -0.610 0.434
C 0.313 2.320 1.906
C -0.435 2.399 0.436
C -0.418 -0.880 -2.157
C 2.497 4.101 -2.067
C -6.664 -4.978 1.247
C 1.877 2.803 2.010
C 4.543 0.710 -3.288
C -7.281 -3.632 0.836
C -0.548 1.761 3.203
C -1.426 1.612 -2.440
C -4.371 -1.415 0.723
C -0.609 -3.275 -1.920
C 2.650 2.687 3.451
C 2.579 3.381 0.641
C 4.024 -0.472 1.668
C -1.565 -4.610 -2.143
C 3.657 3.130 -2.699
C -0.580 2.380 4.556
B 4.210 0.814 3.682
H 4.738 -1.396 1.848
H -1.067 3.412 4.838
H -7.479 -0.662 2.398
H 1.799 4.506 -2.915
H -6.596 -1.156 -0.515
H 2.963 -0.680 2.121
H -1.295 0.010 -4.063
H 5.138 3.108 -0.213
H -8.342 -3.779 0.606
H -1.258 -0.919 -1.338
H -1.969 1.134 -1.521
H -3.370 -0.992 0.597
H 3.066 5.056 -1.633
H -4.350 -2.033 1.623
H -6.187 -2.633 2.237
H 0.301 -2.273 -3.563
H -0.126 1.759 5.469
H -2.119 -4.791 -1.107
H -7.051 0.369 0.209
H -6.890 -5.717 0.471
H 0.038 3.235 -3.088
H 4.708 3.543 -2.312
H -0.880 -5.510 -2.450
H -4.600 -2.026 -0.155
H 0.638 -0.780 -1.664
H -6.772 -3.296 -0.073
H 4.423 1.100 -4.407
H 4.459 -0.304 5.304
H -5.026 -4.155 3.248
H -1.366 3.850 -1.991
H 4.073 1.391 -1.163
H 4.133 -0.399 -3.295
H 7.980 0.495 -0.689
H 2.497 1.127 -2.324
H 0.434 0.794 -3.627
H 3.646 5.980 0.270
H -7.094 -5.346 2.187
H -1.571 2.032 0.424
H 4.909 3.687 2.062
H 7.725 -1.331 -0.297
H -2.292 1.935 -3.196
H -3.637 -5.027 2.574
H 3.720 3.221 -3.887
H 6.382 -0.018 0.245
H -1.207 0.778 3.059
H -8.547 -1.274 1.143
H -2.350 -4.326 -2.980
H 6.526 0.579 -3.829
H 3.980 -0.311 0.501
H -5.071 -5.941 3.085
```